Entry 1:
Density functional theory data (the ωB97M-V functional and the def2-TZVPD basis) for a 6-piece molecular cluster, C30H59ClN6O4P2 overall in a non-equilibrium geometry.

Values from the calculation:
**Max |F|**: 0.042 hartree/bohr
**LUMO**: -0.08 eV
**SMILES**: CCOCCOCCOC[PH](C)(CC(=O)Cl)[PH2]=N.CCCC#N.CCCC#N.CCCC#N.CCCC#N.CCCC#N
**Gap between HOMO and LUMO**: 8.3 eV

```
102
Properties=species:S:1:pos:R:3:forces:R:3
Cl -1.921 -1.716 -1.741 0.0 0.3 0.2
P -2.715 0.555 1.814 -0.2 -1.1 0.0
P -2.893 2.737 1.099 1.2 0.9 0.8
O 2.593 -0.575 1.064 -0.1 0.3 -0.6
O -0.874 -1.006 2.951 -0.1 -0.1 -0.3
O -1.206 0.683 -0.987 -1.5 -1.5 0.4
O 1.435 -2.898 1.897 -0.1 0.0 0.0
N -2.878 -5.851 -7.900 0.0 0.0 0.0
N 3.261 1.389 5.546 0.0 0.0 0.0
N -1.964 3.625 2.049 -0.3 -0.3 -0.1
N 9.322 -0.264 -1.396 0.0 0.0 0.0
N -6.733 -3.119 -3.099 0.0 0.0 0.0
N -5.918 5.186 3.297 0.0 0.0 0.0
C -4.945 5.649 2.898 0.0 -0.2 -0.1
C -3.193 -0.140 0.128 -0.2 0.2 0.3
C 6.435 -1.498 0.640 0.0 0.1 0.0
C -1.918 -5.465 -8.398 0.0 -0.1 0.0
C -4.386 -3.488 -4.185 -0.1 -0.1 -0.2
C 8.369 -0.878 -1.575 0.1 0.0 -0.1
C -5.700 -3.282 -3.573 0.0 0.1 0.1
C 2.696 1.553 2.256 0.1 0.1 -0.1
C -2.210 -1.169 2.523 0.3 0.0 0.0
C 2.855 0.819 0.931 0.0 0.5 0.4
C -4.784 -5.978 -4.554 0.0 0.0 0.0
C 0.876 -2.263 0.777 0.1 0.1 -0.2
C -0.708 -4.940 -9.033 0.0 0.1 0.1
C 4.814 3.124 6.727 0.1 0.1 -0.2
C 6.043 -1.246 -0.809 0.0 0.0 0.2
C 7.140 -1.641 -1.804 -0.1 0.1 0.1
C 6.848 2.401 5.373 0.0 0.0 0.0
C 1.286 -0.809 0.572 0.1 -0.4 0.1
C 5.956 3.561 5.803 0.2 -0.1 -0.1
C -3.634 7.735 2.683 -0.1 0.1 -0.1
C -4.767 8.528 2.040 0.0 0.0 0.0
C 3.938 2.156 6.065 -0.1 -0.1 0.1
C -3.703 6.232 2.389 -0.1 0.4 0.2
C -2.027 -0.183 -0.804 1.5 1.2 -0.5
C -4.128 0.781 2.971 -0.1 0.4 -0.6
C -4.405 -4.647 -5.190 -0.1 -0.1 0.1
C 1.180 -2.266 3.129 -0.1 -0.1 0.3
C -0.570 -3.431 -8.804 -0.1 0.1 -0.1
C -0.272 -2.164 3.530 0.0 0.4 0.4
C -1.734 -2.634 -9.384 0.0 0.0 0.0
H -5.793 -5.950 -4.140 0.0 0.0 0.0
H -4.093 -6.240 -3.750 0.0 0.0 0.0
H -0.216 -2.295 0.800 -0.2 -0.1 0.0
H 2.179 1.276 0.212 -0.2 -0.2 -0.3
H 6.555 4.308 6.325 -0.1 0.0 0.0
H -4.093 -2.561 -4.678 0.0 0.0 0.0
H 0.150 -5.472 -8.620 0.0 0.0 0.0
H 0.576 -0.129 1.047 0.0 0.0 0.2
H -3.420 -4.733 -5.642 0.1 0.1 0.0
H 6.671 -2.551 0.807 0.0 0.0 0.0
H -4.771 8.396 0.956 0.0 0.0 0.0
H 1.681 -2.874 3.878 0.1 -0.1 0.1
H 7.286 1.901 6.238 0.0 0.0 0.0
H 0.363 -3.098 -9.260 0.0 -0.1 0.0
H -2.839 -1.477 3.360 -0.2 0.0 0.1
H 1.182 -2.849 -0.084 0.2 -0.2 0.0
H -4.242 3.173 1.143 0.0 0.0 -0.5
H -4.752 -6.772 -5.298 0.0 0.0 0.0
H 7.662 2.758 4.743 0.0 0.0 0.0
H -3.764 1.226 3.891 0.2 -0.1 0.2
H 5.614 -1.224 1.303 0.0 -0.1 0.0
H -1.513 3.050 2.755 0.1 0.0 0.1
H -0.840 -3.066 3.309 0.0 -0.2 -0.3
H 7.374 -2.703 -1.712 0.0 0.0 0.0
H 5.137 -1.809 -1.040 0.0 0.0 -0.1
H -3.667 -3.685 -3.389 0.0 0.0 0.0
H -2.449 2.893 -0.236 -0.6 0.0 -0.2
H -1.832 -2.807 -10.457 0.0 0.0 0.0
H -3.664 -1.112 0.197 0.0 -0.2 0.1
H -4.661 9.592 2.248 0.0 0.0 0.0
H -3.654 6.049 1.316 0.0 0.0 0.0
H 5.210 2.663 7.634 0.0 0.0 0.0
H 1.965 1.071 2.895 -0.1 -0.1 0.1
H -3.927 0.547 -0.290 -0.1 0.1 -0.2
H 1.253 -0.603 -0.500 -0.1 0.1 -0.2
H 5.803 -0.188 -0.935 0.0 0.0 -0.1
H -1.376 0.941 2.121 -0.1 0.3 0.0
H -5.739 8.213 2.423 0.0 0.0 0.0
H -2.261 -1.963 1.770 0.0 -0.1 -0.1
H -1.582 -1.567 -9.228 0.0 0.0 0.0
H -4.635 -0.156 3.156 0.1 -0.3 0.2
H 3.856 0.990 0.542 0.2 -0.3 -0.1
H 7.304 -0.903 0.925 0.0 0.0 0.0
H 6.814 -1.459 -2.828 0.0 0.0 0.0
H 3.635 1.606 2.794 0.1 -0.2 0.2
H -3.650 7.892 3.763 0.0 0.0 0.0
H 1.615 -1.269 3.186 0.1 0.1 -0.2
H -0.489 -3.234 -7.734 0.0 0.0 0.0
H 2.366 2.576 2.093 0.0 0.2 -0.1
H -2.870 5.701 2.844 0.0 -0.1 -0.1
H 5.538 4.047 4.920 0.0 0.0 0.0
H -5.104 -4.418 -5.996 0.0 0.1 0.0
H -0.290 -2.026 4.613 -0.1 -0.1 0.2
H 4.211 3.982 7.025 0.0 0.0 0.0
H -2.677 -2.906 -8.909 0.0 0.0 0.0
H -0.757 -5.164 -10.099 0.0 0.0 0.0
H 6.288 1.661 4.800 0.0 0.0 0.0
H -2.676 8.110 2.319 0.0 -0.1 0.0
H -4.854 1.474 2.558 0.0 0.1 -0.1
```
Positions in Å, forces in eV/Å.


Entry 2:
Density functional theory data (the ωB97M-V functional and the def2-TZVPD basis) for C13H34N2O5Tl as an isolated structure in a non-equilibrium geometry.

Values from the calculation:
**Net charge**: +3
**Energy above the lowest of the compared OMol25 structures with the same formula, charge and spin**: 1188.36 kJ/mol
**Max |F|**: 0.350 hartree/bohr
**LUMO**: -12.12 eV
**Gap between HOMO and LUMO**: 7.0 eV

```
55
Properties=species:S:1:pos:R:3:forces:R:3
Tl -0.216 -0.204 0.176 4.4 2.8 0.8
O 1.765 -1.027 0.395 1.3 -0.5 0.7
O 0.843 1.902 0.753 1.4 -0.5 1.2
O -1.957 -1.000 0.101 -3.3 -7.9 14.2
O 0.174 -2.375 -1.145 -0.4 0.7 0.0
O -0.752 2.295 -0.667 -2.0 -1.8 -2.6
N -2.021 -0.304 -1.436 2.8 6.9 -16.4
N -0.013 -0.154 2.610 -0.6 0.4 -2.5
C -0.132 1.285 2.839 0.3 2.5 1.0
C 2.387 -0.712 1.634 -0.5 2.2 2.2
C -0.574 -2.303 -2.338 -1.8 1.7 -1.6
C 2.538 -1.981 -0.397 5.1 4.7 4.0
C 1.298 -3.187 -1.402 -5.1 -7.8 -3.7
C -2.525 -1.728 1.210 -0.9 -1.1 1.6
C -0.479 3.652 -0.494 -1.0 2.1 1.1
C -1.978 -1.603 -2.110 -0.7 -2.5 0.2
C 0.889 2.181 2.165 1.1 -0.6 0.5
C -1.666 2.155 -1.755 -0.3 -0.5 -1.6
C -1.620 0.769 -2.458 0.1 0.9 0.8
C 1.326 -0.722 2.823 0.6 -0.5 0.9
C 1.723 2.740 -0.063 2.6 -0.7 1.0
H 3.617 -1.824 -0.415 0.3 1.2 0.4
H 2.044 -2.672 -2.007 -1.8 -4.9 -3.6
H -1.365 4.277 -0.603 -0.4 -0.3 0.2
H -0.021 -1.770 -3.112 0.3 0.4 0.1
H -0.097 1.415 3.920 0.5 0.4 0.2
H -2.654 2.431 -1.386 -0.3 -0.1 -0.2
H -1.414 2.835 -2.568 0.0 0.4 0.1
H 2.448 -2.969 0.053 2.4 2.9 1.7
H 0.933 -4.075 -1.918 -0.5 -0.2 -0.3
H -1.871 -1.709 2.081 0.3 -0.4 -0.3
H 3.258 -1.306 1.913 -0.5 -0.7 -0.3
H -3.002 -0.112 -1.293 -1.4 1.0 -2.1
H 1.544 -0.248 3.780 1.7 0.3 -0.2
H -0.606 0.599 -2.820 0.6 -0.3 0.7
H -2.534 -2.268 -1.450 0.2 -0.4 0.1
H -1.076 1.785 2.621 -0.7 -1.1 -0.5
H -2.764 -2.740 0.883 0.2 0.0 0.2
H 2.740 2.523 0.263 0.2 -0.3 -0.2
H -2.086 0.756 -3.443 -1.1 0.1 0.3
H -3.427 -1.254 1.596 -0.2 0.2 -0.4
H 1.606 3.804 0.141 0.1 -0.5 0.1
H -0.676 -3.281 -2.810 -0.7 -0.2 0.5
H -2.597 -0.433 -0.336 -0.6 0.3 3.4
H 1.615 2.528 -1.127 -0.1 -0.2 0.4
H -0.599 -0.450 3.378 -0.4 -1.2 -0.4
H 2.205 -2.004 -1.435 2.0 5.1 4.3
H 1.858 2.007 2.632 0.5 -0.3 -0.5
H 0.247 4.087 -1.181 -0.2 -0.3 -0.2
H 2.830 0.272 1.483 -0.2 0.2 0.2
H 1.207 -1.744 3.182 -0.3 -0.3 -0.6
H -2.712 -1.565 -2.915 1.0 -0.1 -1.0
H 1.692 -3.504 -0.436 -2.7 -2.2 -3.1
H -0.115 3.686 0.533 -0.7 1.0 -0.5
H 0.762 3.246 2.354 -0.7 0.0 -0.1
```
Positions in Å, forces in eV/Å.


Entry 3:
Density functional theory data (the ωB97M-V functional and the def2-TZVPD basis) for C4H9NS as an isolated structure in a non-equilibrium geometry.

Values from the calculation:
**Energy above the lowest of the compared OMol25 structures with the same formula, charge and spin**: 201.04 kJ/mol
**Max |F|**: 0.124 hartree/bohr
**LUMO**: 0.90 eV
**Gap between HOMO and LUMO**: 9.6 eV

```
15
Properties=species:S:1:pos:R:3:forces:R:3
S 0.458 -0.274 -1.648 -0.8 0.0 -1.0
N -2.086 1.016 -0.448 -2.6 -1.9 5.5
C 1.032 -0.796 0.622 1.6 1.9 2.6
C -0.262 -0.700 -0.053 -2.7 -0.3 0.2
C -1.033 0.612 0.532 1.1 -0.8 -4.6
C 1.768 0.057 -0.493 2.0 -0.2 0.8
H -0.819 -1.681 -0.028 -0.1 1.3 -0.1
H 2.698 -0.372 -0.940 -0.5 0.4 0.9
H -2.723 0.190 -0.378 0.2 1.2 -0.9
H 0.811 -0.207 1.668 1.5 -1.6 -2.1
H -1.662 1.043 -1.294 1.4 0.0 -3.3
H 1.964 1.118 -0.207 -0.3 -0.8 -0.4
H 1.490 -1.793 0.788 -0.4 0.7 -0.1
H -1.316 0.355 1.514 -0.7 0.4 1.2
H -0.320 1.432 0.366 0.2 -0.3 1.2
```
Positions in Å, forces in eV/Å.


Entry 4:
Density functional theory data (the ωB97M-V functional and the def2-TZVPD basis) for C22H18BrNO7PtS3Sb as an isolated structure in a non-equilibrium geometry.

Values from the calculation:
**Spin multiplicity**: 2
**⟨S²⟩**: 0.755
**Energy above the lowest of the compared OMol25 structures with the same formula, charge and spin**: 41.77 kJ/mol
**Max |F|**: 0.061 hartree/bohr
**LUMO (spin up / spin down)**: -0.96 / -2.10 eV
**Gap between HOMO and LUMO (spin up / spin down)**: 7.2 / 6.0 eV

```
54
Properties=species:S:1:pos:R:3:forces:R:3
Pt -1.050 -1.181 1.089 -1.1 2.6 1.3
Sb -3.205 -3.795 1.103 -0.1 -0.4 0.2
Br 1.482 -3.864 5.812 0.0 0.0 0.0
S -2.567 -2.033 2.605 0.0 0.0 -0.1
S -1.876 -5.496 2.174 -0.1 0.0 -0.1
S -1.508 -2.923 -0.337 0.5 -0.3 0.2
O 4.630 -0.294 -4.875 0.0 -0.1 0.0
O -3.563 3.309 -2.626 0.0 0.0 0.0
O 0.137 -0.054 -0.412 0.0 -0.8 0.5
O 5.101 -1.940 -3.324 0.0 0.0 -0.1
O 1.221 -1.888 0.126 1.0 -0.2 -0.6
O -1.170 0.646 2.426 0.2 -0.5 0.3
O -2.565 -0.382 0.155 -0.6 -0.1 -0.8
N 0.476 -1.439 2.686 0.1 -0.7 -0.7
C -2.727 1.859 3.702 0.2 0.1 0.0
C 2.583 -1.615 4.453 0.0 0.0 0.0
C 0.488 -2.402 3.603 0.0 0.0 0.0
C 2.547 -0.617 3.490 0.0 0.0 0.1
C -3.310 2.512 -3.774 0.0 0.0 0.0
C 3.950 -1.282 -2.970 0.1 0.0 0.0
C 2.576 0.521 -3.793 -0.1 0.1 0.0
C 3.140 -1.513 -1.893 0.0 0.0 0.1
C 5.594 -1.273 -4.482 0.1 0.0 0.0
C 1.748 0.316 -2.685 0.0 0.0 -0.1
C 1.532 -2.508 4.507 0.0 0.0 0.0
C -2.998 1.424 -1.232 -0.1 -0.1 -0.2
C 1.092 -0.908 -0.613 -0.1 0.1 0.2
C -3.331 2.753 -1.418 0.0 0.0 0.0
C -3.426 3.624 -0.321 0.0 0.0 0.0
C -2.707 0.935 0.044 0.3 -0.1 -0.1
C 2.020 -0.679 -1.758 -0.1 0.1 0.0
C 3.673 -0.295 -3.900 0.0 0.0 0.0
C -2.148 1.403 2.399 0.0 0.3 -0.3
C 1.477 -0.559 2.623 0.0 0.0 0.0
C -2.705 1.827 1.130 0.0 -0.1 0.2
C -3.112 3.157 0.927 0.0 0.0 0.0
H 6.539 -0.777 -4.247 0.0 0.0 0.1
H -3.305 1.011 4.080 0.0 0.0 0.0
H -3.473 3.159 -4.631 0.0 0.0 0.0
H 0.871 0.931 -2.537 0.0 0.0 0.0
H -3.105 3.848 1.761 -0.1 0.0 0.0
H 3.329 -2.296 -1.172 0.0 0.0 0.0
H -2.954 0.715 -2.045 0.0 0.0 0.0
H -3.710 4.653 -0.490 0.0 0.0 0.0
H -1.930 2.062 4.416 0.0 0.0 0.0
H -3.389 2.714 3.602 0.0 0.0 0.0
H 2.367 1.282 -4.531 0.0 0.0 0.0
H 3.341 0.112 3.420 0.0 0.0 0.0
H 3.410 -1.697 5.145 0.0 0.0 0.0
H -0.349 -3.086 3.620 0.0 0.0 0.0
H -3.994 1.662 -3.826 0.0 0.0 0.0
H 1.399 0.206 1.862 0.0 0.0 0.0
H 5.735 -1.992 -5.290 -0.1 0.0 0.0
H -2.281 2.148 -3.777 0.0 0.0 0.0
```
Positions in Å, forces in eV/Å.